10
Properties=species:S:1:pos:R:3 method="wB97M-V/def2-TZVPD" fmax_ev_per_a=7.53 relative_energy_kj_mol=236.9 energy_ha=-628.14476 total_charge=0 gap_ev=7.36 multiplicity=1
S -2.98786 -0.12183 0.12957
O 0.98753 1.78578 0.18712
C 0.83676 -0.62579 0.17859
C 1.42620 0.66687 0.00817
C -1.43010 0.26948 -0.02925
C -0.51705 -0.71834 0.00597
H 2.31816 0.67674 -0.57510
H 1.56942 -1.42172 0.48356
H -1.37107 1.30087 -0.25184
H -0.83199 -1.81205 -0.13679